The following is a quantum chemistry calculation of C43H41MnN6O3S2 as an isolated structure, from the OMol25 dataset.

## Properties
gap between HOMO and LUMO (alpha / beta): 6.80 / 6.56 eV

The geometry in ORCA input format:
```
! wB97M-V def2-TZVPD RIJCOSX def2/J DEFGRID3
* xyz 1 2
O -0.025 -0.714 7.077
C 0.069 -0.526 -3.190
C 6.104 -0.235 1.087
C 0.640 1.021 -4.924
S 0.254 -1.122 -7.198
C 0.677 -0.003 4.919
H -3.399 4.848 -1.728
C -0.774 -4.674 -0.812
C 3.710 -0.091 1.810
H 0.788 1.270 -5.964
H 1.183 0.937 6.758
C 0.332 -0.297 -4.547
C 1.022 -0.086 6.378
N -2.165 -2.910 -1.707
C -4.908 -0.319 0.218
H -3.393 0.898 -3.008
C -3.148 1.917 -3.308
H -0.054 6.680 4.770
H -4.357 -2.135 1.221
H 1.245 3.643 -5.271
C 1.066 3.372 -4.240
H -1.913 0.353 2.775
H 1.005 5.959 -1.108
C 0.257 6.804 1.447
H -2.101 1.942 -3.644
C 1.128 4.306 -3.265
H -1.574 2.416 -1.198
H 4.079 0.114 2.802
C -2.648 -0.971 0.669
H -1.365 -5.296 -1.478
H 1.965 -0.638 6.491
H -5.115 1.596 -0.723
C -4.434 0.850 -0.344
H 2.676 -0.275 4.258
C -3.150 4.198 -2.568
H 6.431 -1.239 1.384
H -2.100 4.382 -2.852
H -3.789 4.465 -3.410
C 1.657 -0.105 3.956
H 0.375 2.760 1.686
H 0.202 -0.753 8.012
C 0.538 1.647 -2.589
C 0.748 2.006 -3.950
C -0.898 0.227 3.134
C 4.132 -0.517 -0.496
H -2.843 3.192 -0.237
H -1.969 -1.691 1.132
C 0.068 6.503 3.722
H 6.657 0.040 0.178
N 0.042 0.131 2.191
N -3.385 2.818 -2.203
H -1.448 0.240 5.204
C 0.249 -1.392 -5.476
C 0.138 -2.738 -5.208
C -2.653 2.436 -1.007
C 0.056 -3.533 -6.363
C 0.909 3.974 -1.893
C -4.006 -1.229 0.746
H -2.805 -3.610 -2.043
C -0.646 0.172 4.489
H 4.801 -0.668 -1.327
O 6.440 0.595 2.168
C -1.052 -3.212 -1.021
C 0.062 7.402 2.703
H -1.016 -4.927 0.220
H -3.788 2.200 -4.144
C 2.767 -0.542 -0.684
N 0.513 2.206 -0.269
C -3.068 1.101 -0.442
S 0.301 4.896 3.169
C 1.336 -0.026 2.593
O -0.296 -2.342 -0.592
C 0.108 -2.802 -7.508
C 0.500 3.122 0.672
C 0.670 2.610 -1.567
Mn -0.117 -0.089 -0.008
C 4.625 -0.276 0.795
H 0.131 -3.164 -4.220
H -0.030 -4.605 -6.341
H -0.229 -1.514 -2.874
H 0.285 -4.878 -0.951
H 0.249 7.358 0.527
N 1.875 -0.360 0.286
N 0.144 0.386 -2.240
C 2.334 -0.153 1.553
H 2.367 -0.726 -1.673
H -2.446 -1.940 -1.768
C 0.605 4.506 0.443
C 0.415 5.441 1.515
H 1.335 5.339 -3.499
C 0.863 4.916 -0.873
H -5.967 -0.515 0.264
H 0.069 -3.151 -8.521
H -0.063 8.459 2.837
C -2.125 0.167 0.026
H 6.312 1.518 1.915
*
```


The following is a quantum chemistry calculation of C43H41N5P2Ti as an isolated structure, from the OMol25 dataset.

## Properties
gap between HOMO and LUMO: 5.19 eV

The geometry in ORCA input format:
```
! wB97M-V def2-TZVPD RIJCOSX def2/J DEFGRID3
* xyz 4 1
H 5.742 3.898 -1.891
C 1.924 -0.447 -3.968
N -1.281 0.921 1.265
C 5.467 -3.004 -0.508
C 3.134 -2.433 -0.688
P 1.868 -1.245 -1.255
C 3.356 2.954 3.393
P 1.942 1.505 -0.097
H 5.898 -5.018 0.071
H -1.794 -1.797 2.501
H 2.012 5.877 -2.561
C 4.499 2.206 3.640
H -0.523 2.871 -3.928
C -0.767 -2.803 0.535
C -2.269 -1.261 1.669
H -3.335 -2.576 -0.314
C 4.481 -2.083 -0.809
C -2.517 2.173 -3.492
H 1.762 -4.024 -0.201
C -2.577 0.445 -1.811
C 0.280 -2.476 1.566
C 2.568 2.660 2.296
H 5.731 0.578 2.993
C 4.016 2.924 -1.114
H 4.595 2.133 -0.656
C -3.043 2.209 2.986
H -3.828 0.243 3.345
C 0.774 -3.395 2.478
N -1.242 0.519 -1.625
C 1.898 -1.510 -3.064
C 2.043 -3.066 -4.892
C -1.254 2.258 1.407
C 3.944 4.991 -2.327
C -0.548 1.388 -2.394
H -0.311 -3.045 -0.440
H -4.246 -0.848 -1.634
N -1.603 -1.598 0.384
H -1.371 -3.668 0.842
C -2.213 0.222 1.938
C 3.791 -4.650 -0.007
C 2.622 2.955 -0.987
H 0.823 4.085 -1.371
H 0.505 -4.440 2.405
C -1.134 2.215 -3.329
H 2.423 -1.182 4.419
H -0.524 2.796 0.805
C 1.896 4.023 -1.499
H -3.722 2.703 3.663
H 2.071 0.118 -6.022
N 2.632 0.267 -1.060
H -4.302 1.198 -2.829
N 0.598 -1.162 1.610
C 5.126 -4.292 -0.123
H -2.125 -2.223 -1.563
H -3.317 -1.585 1.661
C 2.073 -2.009 -5.789
H 1.928 -3.653 -2.839
H 2.126 -2.202 -6.850
C 2.567 5.038 -2.170
C -2.615 -1.824 -0.665
H 1.998 -3.622 4.239
H -2.075 4.010 2.320
H 6.504 -2.718 -0.596
H 1.481 0.349 2.730
C 4.845 1.159 2.796
C -3.231 1.271 -2.725
H 3.457 0.490 -1.617
H 4.460 5.787 -2.841
C 2.947 1.640 1.417
C -3.101 0.835 2.814
H -3.015 2.815 -4.204
H -3.798 -0.075 -0.134
Ti -0.089 -0.133 -0.062
C 1.937 -2.825 -3.534
H 4.359 0.062 1.017
C 2.021 -0.702 -5.324
H 4.771 -1.103 -1.159
H 1.670 3.235 2.106
H 1.919 0.581 -3.629
H 0.535 1.398 -2.266
C 2.798 -3.726 -0.284
C 4.079 0.873 1.678
H 2.118 -4.081 -5.247
C 4.667 3.933 -1.795
C 1.323 -0.722 2.647
H 3.082 3.770 4.043
H 3.526 -5.657 0.278
C 1.841 -1.580 3.603
C -3.384 -0.557 -1.027
H 5.117 2.444 4.491
C 1.596 -2.942 3.504
C -2.114 2.935 2.249
*
```


Computed energy relative to the best compared isomer or geometry (same formula, charge and spin), in the same sequence as the records: 0.0; 93.6 kJ/mol.